Computed, not measured: a structure of composition C15H22BN6Se3TaTe, with the ωB97M-V functional and the def2-TZVPD basis.

Output
Kohn-Sham gap = 6.61 eV
E = -230403.477 eV
total charge = +2
highest occupied orbital energy = -14.6 eV
LUMO level = -8.018 eV

Element x y z (Å)
Ta1 -0.17585 0.28003 -0.26586
C1 3.23100 2.02714 -0.83604
C2 2.98725 0.56462 -0.74612
C3 3.74352 -0.47000 -1.27022
C4 3.09544 -1.65652 -0.92880
C5 3.47099 -3.04996 -1.27303
N1 2.01937 -1.34040 -0.18830
N2 1.94310 0.03426 -0.06830
B1 1.13315 -2.26898 0.70663
N3 0.78773 -1.47737 1.97114
N4 0.08334 -0.30629 1.88890
C6 -0.09070 0.15116 3.14600
C7 -0.83713 1.38178 3.52107
C8 0.51457 -0.73804 4.02584
C9 1.05695 -1.75709 3.25728
C10 1.78871 -2.96800 3.70957
N5 -0.20608 -2.60775 0.00139
N6 -1.17710 -1.64188 -0.16061
C11 -2.31829 -2.26670 -0.51219
C12 -3.61593 -1.58328 -0.76295
C13 -2.07434 -3.62906 -0.58866
C14 -0.73842 -3.81468 -0.25256
C15 0.01617 -5.09122 -0.15765
H1 3.96335 2.23557 -1.61176
H2 3.62459 2.39501 0.11359
H3 2.32341 2.58533 -1.05902
H4 4.65357 -0.38024 -1.83970
H5 4.40522 -3.05240 -1.82754
H6 2.69796 -3.51157 -1.89013
H7 3.59534 -3.66062 -0.37766
H8 1.72846 -3.25928 0.96295
H9 -1.20140 1.93934 2.66426
H10 -0.19473 2.03323 4.11366
H11 -1.68870 1.11857 4.14902
H12 0.53614 -0.65576 5.09952
H13 1.88269 -2.95218 4.79185
H14 2.78880 -3.01603 3.27776
H15 1.25533 -3.87537 3.42311
H16 -3.64882 -0.57710 -0.35438
H17 -4.41514 -2.15517 -0.29291
H18 -3.83173 -1.54960 -1.83230
H19 -2.79409 -4.39026 -0.83873
H20 -0.64734 -5.92282 -0.37755
H21 0.42813 -5.22824 0.84231
H22 0.84573 -5.11594 -0.86513
Se1 0.34426 -0.24990 -2.73656
Se2 -1.00558 1.52079 -3.53310
Te1 -2.27413 1.87699 -1.41976
Se3 -0.41515 2.72956 0.11806

---

Computed, not measured: a structure of composition C15H22Cl3GeN4O6P2STa, with the ωB97M-V functional and the def2-TZVPD basis.

Output
multiplicity = 2
energy above the lowest of the compared OMol25 structures with the same formula, charge and spin = 54.2 kJ/mol
Kohn-Sham gap (spin up / spin down) = 7.30 / 5.34 eV
<S²> = 0.7814
E = -159190.926 eV
total charge = +3
highest occupied orbital energy (spin up / spin down) = -17.2 / -17.2 eV
LUMO level (spin up / spin down) = -9.932 / -11.883 eV

Element x y z (Å)
Ta1 0.42015 -0.22819 0.12550
N1 -0.40079 3.21894 -2.89733
C1 -0.39176 1.71698 -3.08958
C2 -0.56621 1.39930 -4.56959
P1 -1.83604 1.15874 -2.03431
O1 -2.34293 -0.18449 -2.69647
O2 -2.76868 2.28446 -1.99761
O3 -1.17179 0.72960 -0.71573
P2 1.09261 1.00075 -2.32960
O4 2.22589 1.34190 -3.32798
O5 0.82999 -0.50691 -2.08412
O6 1.21642 1.56091 -0.92772
H1 -1.39447 3.48177 -2.72383
H2 -0.05206 3.71084 -3.72519
H3 0.14475 3.51967 -2.08251
H4 -1.52539 1.77339 -4.93217
H5 -0.54362 0.32112 -4.72138
H6 0.23536 1.84151 -5.16366
H7 -3.15884 -0.08970 -3.20764
H8 3.12954 1.01569 -3.16828
C3 -1.81403 -3.70650 -1.80497
C4 -2.89203 -3.93110 -0.97290
C5 -3.04592 -3.11091 0.13556
C6 -2.12062 -2.10337 0.39733
N2 -1.07091 -1.88502 -0.44019
C7 -0.93792 -2.66695 -1.50438
C8 -2.21689 -1.21568 1.53917
C9 -3.21442 -1.38171 2.51606
C10 -3.43473 -0.38911 3.43182
C11 -2.65063 0.78278 3.36870
C12 -1.60874 0.90738 2.46370
C13 -1.27342 -0.11370 1.58463
H9 -1.63629 -4.30901 -2.68416
H10 -3.60287 -4.72102 -1.17324
H11 -3.88904 -3.25697 0.79334
H12 -0.11497 -2.46232 -2.16921
H13 -3.83798 -2.26377 2.52428
H14 -4.21473 -0.46418 4.17738
H15 -2.85746 1.57739 4.07413
H16 -1.01788 1.81040 2.50729
Cl1 3.02181 -0.57213 -0.19724
Ge1 2.78726 -2.20003 -1.97647
Cl2 0.91123 -2.09324 1.49644
Cl3 4.12520 -1.17903 -3.31522
C14 4.26233 1.66093 4.64770
N3 3.20927 1.84905 3.65418
C15 2.69079 0.88352 2.91905
N4 3.14689 -0.35053 3.01219
S1 1.39144 1.39243 1.87185
H17 4.39938 2.59788 5.17858
H18 5.20518 1.39097 4.17020
H19 3.96887 0.90216 5.37420
H20 2.86442 2.78360 3.49544
H21 3.90665 -0.57772 3.63652
H22 2.70107 -1.10199 2.50553

---

Computed, not measured: a structure of composition C15H22ClF4N2O5PPd, with the ωB97M-V functional and the def2-TZVPD basis.

Output
energy above the lowest of the compared OMol25 structures with the same formula, charge and spin = 164.6 kJ/mol
Kohn-Sham gap = 5.95 eV
E = -65290.452 eV
total charge = -2
highest occupied orbital energy = -0.9 eV
LUMO level = 5.046 eV

Element x y z (Å)
Pd1 0.48008 -0.46798 0.09233
C1 -2.89316 -2.82652 0.67581
N1 -2.47013 -1.64581 -0.03479
C2 -2.56701 -1.82382 -1.46840
C3 -3.19650 -0.49177 0.41939
C4 -2.83168 0.84160 -0.24056
N2 -1.41620 1.18807 -0.27835
C5 -1.17433 2.47049 -0.48372
C6 0.17056 3.01237 -0.49350
F1 1.20015 2.16555 -0.42917
C7 0.45181 4.34551 -0.57032
F2 1.73856 4.76046 -0.51187
C8 -0.53075 5.32057 -0.72060
C9 -1.81933 4.84400 -0.82458
F3 -2.81909 5.74078 -1.04326
C10 -2.14067 3.51233 -0.72800
F4 -3.46322 3.20506 -0.91742
H1 -3.95337 -3.08177 0.47477
H2 -2.77372 -2.66584 1.74969
H3 -2.26628 -3.67020 0.38252
H4 -3.62094 -1.88579 -1.80964
H5 -2.05035 -2.74142 -1.75031
H6 -2.07122 -0.98797 -1.96062
H7 -3.02281 -0.39095 1.49529
H8 -4.28470 -0.65124 0.25574
H9 -3.38182 1.59524 0.33853
H10 -3.26698 0.85426 -1.25171
H11 -0.29426 6.37085 -0.78177
Cl1 6.43382 0.27459 -0.75399
C11 5.14930 1.14716 0.14385
C12 4.33425 0.22579 1.14386
O1 5.02008 -0.36102 1.99983
O2 3.10420 0.27447 0.96896
H12 4.48953 1.59388 -0.59458
H13 5.65971 1.91847 0.71887
C13 2.39491 -5.17397 -0.21948
O3 1.21864 -4.39132 -0.37984
P1 1.28792 -2.74593 -0.10247
O4 2.60817 -2.50884 -1.04317
C14 2.70634 -1.23450 -1.67712
O5 1.85770 -2.89486 1.42030
C15 1.56545 -1.83875 2.33630
H14 2.08437 -6.20565 -0.03022
H15 2.99494 -4.81886 0.61931
H16 3.00686 -5.13961 -1.12490
H17 2.35980 -1.32039 -2.71336
H18 3.75235 -0.93088 -1.66592
H19 2.09866 -0.48821 -1.12279
H20 1.00765 -2.25945 3.18160
H21 0.96148 -1.04178 1.82166
H22 2.49611 -1.39130 2.67380

---

Computed, not measured: a cluster of 2 separate species, C15H22ClN2O in total, with the ωB97M-V functional and the def2-TZVPD basis.

Output
multiplicity = 2
Kohn-Sham gap (spin up / spin down) = 8.82 / 7.79 eV
<S²> = 0.7545
E = -33451.746 eV
total charge = 0
highest occupied orbital energy (spin up / spin down) = -8.2 / -8.2 eV
LUMO level (spin up / spin down) = 0.666 / -0.367 eV

Element x y z (Å)
C1 -0.06939 -2.75607 2.47093
C2 0.22936 -1.78436 1.49257
C3 0.34073 -0.51133 0.44886
Cl1 0.76823 -1.11599 -1.28716
C4 -1.04726 0.36256 0.38345
C5 -1.35064 1.21984 1.76537
C6 -2.15623 2.60284 1.39954
C7 -2.43951 0.28570 2.62510
N1 -0.15435 1.39109 2.67033
O1 -0.36496 2.26389 3.66999
C8 1.13434 1.64008 1.92354
C9 1.19366 3.04061 1.07345
C10 2.31744 1.77766 3.09796
C11 1.62377 0.40972 0.94978
H1 -0.29428 -3.54029 3.31312
H2 -1.03288 1.12863 -0.52990
H3 -1.99664 -0.33014 0.17336
H4 -1.60490 3.18310 0.51479
H5 -3.22937 2.33017 0.95587
H6 -2.29497 3.34847 2.29019
H7 -3.46058 0.35689 2.01122
H8 -2.07138 -0.81225 2.78925
H9 -2.62528 0.82323 3.66659
H10 2.31733 3.18098 0.70599
H11 0.89234 3.99532 1.68862
H12 0.53276 2.98771 0.10435
H13 3.40535 1.86548 2.61570
H14 2.19275 2.78253 3.72990
H15 2.27723 0.86299 3.82989
H16 2.43947 -0.19757 1.53144
H17 2.13368 0.83872 -0.02929
N2 0.48255 -4.09851 -5.81716
C12 0.93864 -3.83945 -4.55090
C13 0.43358 -2.62022 -4.15772
C14 -0.35983 -2.12942 -5.22208
C15 -0.31432 -3.06358 -6.23263
H18 0.69927 -4.92450 -6.35976
H19 1.58308 -4.54223 -4.04001
H20 0.61584 -2.13710 -3.20656
H21 -0.90615 -1.19543 -5.24829
H22 -0.77847 -3.07978 -7.20970

---

Computed, not measured: an isolated molecule of C15H22FNO, with the ωB97M-V functional and the def2-TZVPD basis.

Output
energy above the lowest of the compared OMol25 structures with the same formula, charge and spin = 172.2 kJ/mol
Kohn-Sham gap = 9.04 eV
SMILES = Fc1ccccc1OCCCCCN1CCCC1
E = -22166.416 eV
total charge = 0
highest occupied orbital energy = -8.1 eV
LUMO level = 0.989 eV

Element x y z (Å)
F1 -0.90346 -0.90432 -0.53096
C1 -2.23502 -0.78750 -0.26893
C2 -3.04546 -1.79257 -0.76662
C3 -4.40774 -1.76242 -0.54620
C4 -4.94980 -0.71280 0.17837
C5 -4.13677 0.28744 0.66541
C6 -2.75246 0.28580 0.45694
O1 -2.09323 1.32431 1.02327
C7 -0.72370 1.57612 0.74763
C8 -0.51923 2.16075 -0.64988
C9 0.92059 2.59997 -0.91608
C10 1.92350 1.43934 -0.94178
C11 2.71056 1.30553 0.37679
N1 3.45007 0.08222 0.56162
C12 4.46947 -0.23741 -0.41640
C13 4.88260 -1.64369 -0.00104
H1 5.43235 -2.17171 -0.77791
H2 5.49640 -1.59184 0.89782
C14 3.53315 -2.29108 0.31674
H3 3.61953 -3.08383 1.05733
H4 3.10176 -2.71741 -0.58967
C15 2.66887 -1.12280 0.81495
H5 2.47849 -1.18812 1.89212
H6 1.69842 -1.11821 0.30217
H7 5.28325 0.48844 -0.35083
H8 4.09099 -0.24813 -1.45236
H9 2.02753 1.39345 1.22540
H10 3.42758 2.13136 0.44260
H11 1.39367 0.50814 -1.14724
H12 2.63696 1.59517 -1.75291
H13 1.22394 3.33044 -0.16259
H14 0.93213 3.10698 -1.88312
H15 -0.81237 1.42384 -1.40046
H16 -1.18514 3.02146 -0.75418
H17 -0.12346 0.67588 0.89614
H18 -0.43719 2.31437 1.50242
H19 -4.54418 1.11057 1.23067
H20 -6.01220 -0.67222 0.36280
H21 -5.03589 -2.54848 -0.93370
H22 -2.58140 -2.59278 -1.32207

---

Computed, not measured: a structure of composition C15H22IrN3O2S, with the ωB97M-V functional and the def2-TZVPD basis.

Output
multiplicity = 2
energy above the lowest of the compared OMol25 structures with the same formula, charge and spin = 5.9 kJ/mol
Kohn-Sham gap (spin up / spin down) = 4.66 / 4.32 eV
<S²> = 0.7640
E = -38118.702 eV
total charge = +3
highest occupied orbital energy (spin up / spin down) = -18.1 / -18.0 eV
LUMO level (spin up / spin down) = -13.406 / -13.727 eV

Element x y z (Å)
Ir1 0.02801 -0.62943 -0.02540
C1 4.40847 -1.94459 -0.91757
C2 3.34259 -0.81016 -0.98981
C3 3.33003 -0.14036 -2.35651
C4 2.07406 -1.48714 -0.61051
C5 1.08316 -1.88726 -1.55474
C6 -0.10464 -2.51654 -1.13662
C7 -0.33144 -2.88493 0.23702
C8 -1.58103 -3.58316 0.64051
C9 0.64417 -2.46801 1.18219
C10 1.77873 -1.74563 0.77869
H1 5.37185 -1.49859 -1.16230
H2 4.20035 -2.72750 -1.64765
H3 4.48612 -2.38825 0.07530
H4 3.58397 -0.08359 -0.20796
H5 3.24903 -0.86667 -3.16706
H6 4.27094 0.38713 -2.50148
H7 2.52814 0.59637 -2.44922
H8 1.19963 -1.61661 -2.59680
H9 -0.88202 -2.72562 -1.86311
H10 -2.37527 -2.86447 0.86670
H11 -1.41259 -4.17832 1.53773
H12 -1.93934 -4.22354 -0.16485
H13 0.45642 -2.62308 2.23839
H14 2.45580 -1.35213 1.52917
N1 -0.63865 0.34088 1.55026
C11 -1.06142 1.05089 2.39138
N2 -1.52729 1.79588 3.29541
C12 -1.19859 1.57448 4.74932
C13 -1.01346 2.93491 5.41007
O1 -2.13353 3.74798 5.17089
C14 -2.25721 4.08716 3.81327
C15 -2.56133 2.84665 2.98398
H15 -0.29456 0.97101 4.80622
H16 -2.04157 1.03893 5.18602
H17 -0.09337 3.41528 5.05686
H18 -0.93794 2.78637 6.48605
H19 -1.35117 4.58492 3.44753
H20 -3.09453 4.77695 3.72144
H21 -2.52732 3.05288 1.91539
H22 -3.52592 2.41792 3.25706
O2 -2.04055 2.62327 -0.92500
S1 -1.19259 1.96473 -1.87021
N3 -0.45612 0.77425 -1.21924

---

Q: The highest E belongs to which entry?
A: C15H22FNO